{
  "formula": "C34H27N7ORuS3",
  "method": "wB97M-V/def2-TZVPD",
  "homo_lumo_gap_ev": [5.85, 5.85],
  "e_above_lowest_kcal_mol": 26.38,
  "energy_ha": -3059.32342,
  "charge": 2,
  "e_homo_ev": [-13.995, -13.995],
  "lumo_energy_ev": [-8.1, -8.1],
  "species": ["Ru", "C", "C", "N", "C", "C", "C", "C", "C", "C", "C", "C", "C", "N", "C", "H", "H", "H", "H", "H", "H", "H", "H", "S", "C", "C", "C", "C", "N", "C", "C", "C", "S", "C", "N", "H", "H", "C", "C", "S", "O", "C", "C", "H", "H", "H", "H", "H", "H", "H", "H", "H", "H", "N", "C", "C", "C", "C", "C", "C", "C", "N", "C", "C", "N", "C", "H", "H", "H", "H", "H", "H", "H"],
  "coordinates": [[-0.40533, 0.01274, 1.14484], [3.08415, 0.13090, 3.74308], [2.18741, -0.15368, 2.71032], [1.02250, 0.46962, 2.59952], [0.68060, 1.37882, 3.53268], [1.50735, 1.72539, 4.59769], [2.75099, 1.07631, 4.68343], [1.03827, 2.69533, 5.54976], [-0.19175, 3.23869, 5.43029], [-1.05910, 2.86760, 4.34447], [-2.36066, 3.37258, 4.17484], [-3.11907, 2.94743, 3.11222], [-2.58599, 2.01748, 2.21625], [-1.36657, 1.53623, 2.35462], [-0.60726, 1.94647, 3.40127], [4.02508, -0.39876, 3.79140], [2.41249, -0.90412, 1.96677], [3.42806, 1.31564, 5.49408], [1.69117, 2.97280, 6.36758], [-0.55132, 3.95688, 6.15618], [-2.75393, 4.08688, 4.88754], [-4.12387, 3.31481, 2.96021], [-3.15878, 1.65474, 1.37345], [-1.28161, -1.41808, 2.73819], [-1.91076, -2.74649, 1.86840], [-2.24279, -3.93504, 2.54408], [-2.72019, -5.00940, 1.83838], [-3.02970, -6.22977, 2.53210], [-3.26670, -7.19829, 3.10150], [-2.89665, -4.91962, 0.42803], [-2.62072, -3.74684, -0.22840], [-2.11976, -2.64520, 0.48607], [-1.80476, -1.16559, -0.30230], [-3.34474, -6.06438, -0.31721], [-3.67956, -6.98197, -0.92100], [-2.10712, -4.00827, 3.61525], [-2.77874, -3.67250, -1.29614], [-3.76026, 3.70759, -2.36721], [-2.41015, 3.54972, -1.67480], [-2.04807, 1.79892, -1.43782], [-0.99483, 1.77834, -0.32148], [-1.14750, 1.39890, -2.95409], [-0.00093, 2.34002, -3.29012], [-3.94606, 4.76223, -2.56481], [-4.57227, 3.33059, -1.74650], [-3.78810, 3.18383, -3.32414], [-2.40636, 3.95295, -0.66153], [-1.59754, 4.00535, -2.23563], [-1.90263, 1.33906, -3.74137], [-0.78575, 0.38865, -2.75265], [-0.34817, 3.25418, -3.76746], [0.67880, 1.85068, -3.98832], [0.56350, 2.60052, -2.39291], [5.19455, -3.83924, -7.24326], [4.74483, -3.28100, -6.34612], [4.17201, -2.58184, -5.22438], [4.64712, -1.32582, -4.86472], [4.08078, -0.64664, -3.80045], [3.04484, -1.22449, -3.08531], [2.57412, -2.48286, -3.43179], [3.13416, -3.15954, -4.49926], [2.46078, -0.51597, -1.97425], [2.90530, 0.67566, -1.43445], [2.08959, 0.96424, -0.39390], [1.13975, -0.03166, -0.29598], [1.39722, -0.90783, -1.25325], [5.46213, -0.88140, -5.41889], [4.45849, 0.33575, -3.55596], [1.77464, -2.95884, -2.88076], [2.77106, -4.14181, -4.76862], [3.75738, 1.21412, -1.80564], [2.10225, 1.81801, 0.26046], [0.81468, -1.78969, -1.44213]],
  "atomic_forces_ev_per_a": [[-4.06, 0.61, 0.59], [-0.02, 0.03, 0.05], [0.02, 0.10, 0.12], [0.82, -0.14, -0.55], [0.07, -0.03, 0.02], [0.10, 0.05, 0.19], [0.02, 0.00, -0.01], [0.03, -0.03, -0.02], [-0.02, -0.01, -0.03], [-0.11, 0.14, 0.06], [0.03, 0.02, 0.04], [0.04, 0.05, 0.00], [-0.12, -0.05, -0.23], [0.80, -1.00, -0.05], [-0.35, 0.25, 0.02], [-0.02, -0.01, -0.01], [0.01, 0.00, -0.07], [0.00, -0.01, -0.01], [-0.03, -0.01, 0.00], [0.01, 0.00, -0.03], [-0.02, -0.01, -0.02], [0.00, -0.03, -0.02], [-0.01, -0.04, 0.03], [1.57, 0.53, -1.15], [-0.18, -0.12, 0.11], [-0.16, 0.06, 0.11], [-0.03, -0.11, 0.03], [0.03, -0.02, -0.03], [0.01, 0.07, -0.03], [0.00, -0.05, 0.01], [-0.12, -0.03, -0.06], [-0.09, 0.03, 0.07], [1.02, 0.22, 0.01], [-0.01, -0.01, 0.04], [0.01, 0.09, 0.02], [0.02, -0.01, -0.02], [0.02, -0.02, 0.01], [0.04, 0.01, 0.01], [-0.09, -0.09, -0.06], [0.08, -0.03, 0.07], [0.62, -0.11, 0.19], [-0.01, 0.12, 0.04], [0.02, -0.02, 0.04], [0.01, -0.01, 0.00], [0.01, -0.02, -0.02], [0.00, 0.03, 0.01], [-0.03, 0.02, -0.02], [0.03, 0.04, 0.10], [0.03, -0.04, 0.00], [-0.10, -0.04, -0.05], [0.01, -0.01, -0.01], [-0.03, 0.00, 0.00], [0.00, -0.02, -0.03], [-0.03, 0.05, 0.07], [0.00, 0.00, 0.03], [0.02, -0.04, -0.05], [0.03, -0.02, -0.04], [0.04, 0.15, 0.00], [-0.01, -0.03, -0.03], [-0.11, -0.06, 0.09], [-0.01, -0.02, -0.02], [0.12, 0.02, -0.05], [0.06, -0.05, 0.00], [-0.11, -0.04, -0.02], [0.13, -0.34, 0.62], [-0.06, 0.14, -0.02], [-0.03, 0.02, -0.01], [0.00, -0.02, 0.01], [0.04, -0.01, -0.01], [-0.01, 0.02, 0.00], [-0.02, -0.05, -0.04], [-0.01, -0.02, 0.02], [0.06, -0.05, 0.00]]
}